# 1
DFT (ωB97M-V/def2-TZVPD) results for a 2-piece molecular cluster, C4H9NO overall at a distorted geometry.

The geometry in XYZ format:
```
15
Properties=species:S:1:pos:R:3:lowdin_charge:R:1
C -0.067 -0.597 -0.344 -0.333
C 0.452 -0.338 -1.727 0.014
C -0.322 0.550 0.533 -0.466
N 0.328 -0.473 1.603 0.085
C 0.262 1.767 0.463 -0.062
O -0.749 -1.749 -0.339 0.037
H -1.347 -1.689 0.456 0.084
H -1.978 0.107 0.661 0.104
H 0.994 0.009 2.192 0.088
H -0.300 -1.213 1.951 0.082
H 1.110 -1.165 -2.014 0.097
H -0.394 -0.360 -2.420 0.110
H 0.942 0.618 -1.890 0.082
H 0.832 2.151 1.300 0.038
H 0.236 2.381 -0.425 0.040
```

Summary:
* molar mass: 87.12 g mol⁻¹
* orbital gap: 6.2 eV
* ΔE to the lowest compared entry with this formula, charge and spin: 173.3 kcal per mole
* E_tot: -287.55620 Ha
* strongest force on any atom: 4.59 eV/Å
* lowest unoccupied orbital energy: -0.0118 hartree



# 2
DFT (ωB97M-V/def2-TZVPD) results for one molecule with the formula C4H9NO at a distorted geometry.

The geometry in XYZ format:
```
15
Properties=species:S:1:pos:R:3:lowdin_charge:R:1
C -0.356 2.295 -0.790 -0.039
N -0.032 1.395 0.019 0.010
C -0.256 -0.027 -0.200 -0.394
C -0.897 -0.566 1.174 -0.065
C 0.850 -0.993 -0.550 -0.263
O 2.090 -0.732 0.115 -0.086
H -0.297 3.376 -0.711 0.069
H -0.798 1.975 -1.707 0.057
H -1.057 -0.390 -0.928 0.146
H -0.052 -0.598 1.979 0.098
H -1.768 -0.085 1.617 0.065
H -1.043 -1.618 1.018 0.045
H 1.151 -0.860 -1.622 0.131
H 0.433 -1.983 -0.434 0.108
H 2.031 -1.188 1.021 0.119
```

Summary:
* molar mass: 87.12 g mol⁻¹
* orbital gap: 10.3 eV
* ΔE to the lowest compared entry with this formula, charge and spin: 65.3 kcal per mole
* E_tot: -287.72843 Ha
* strongest force on any atom: 3.78 eV/Å
* lowest unoccupied orbital energy: 0.0345 hartree



# 3
DFT (ωB97M-V/def2-TZVPD) results for one molecule with the formula C4H9NO at a distorted geometry.

The geometry in XYZ format:
```
15
Properties=species:S:1:pos:R:3:lowdin_charge:R:1
O -1.683 0.307 -0.809 -0.119
C -1.523 0.280 0.593 -0.250
C -0.300 -0.599 0.971 -0.165
N 0.435 -0.726 -0.293 -0.134
C 0.766 0.600 -0.947 -0.134
C 1.797 -0.294 -0.417 -0.155
H -1.129 -0.437 -1.114 0.066
H -2.452 -0.100 1.024 0.106
H -1.366 1.305 0.955 0.109
H 0.303 -0.149 1.778 0.115
H -0.635 -1.581 1.348 0.115
H 0.573 0.682 -2.019 0.115
H 0.559 1.545 -0.435 0.117
H 2.284 0.039 0.495 0.107
H 2.372 -0.872 -1.129 0.105
```

Summary:
* molar mass: 87.12 g mol⁻¹
* orbital gap: 10.4 eV
* ΔE to the lowest compared entry with this formula, charge and spin: 71.5 kcal per mole
* E_tot: -287.71848 Ha
* strongest force on any atom: 1.03 eV/Å
* lowest unoccupied orbital energy: 0.0413 hartree